No. 1
A structure of composition C16H33BaNO11RbS3 in a non-equilibrium geometry. Source: the OMol25 dataset; level of theory: ωB97M-V/def2-TZVPD.

Summary:
- spin multiplicity = 2
- gap between HOMO and LUMO (spin up / spin down) (eV) = 6.264 / 5.277
- total charge = +2

Each line ends with the Mulliken charge.
Geometry (Å):
Rb1 4.17 -1.30 -5.16  0.98
Ba1 4.15 -3.32 -1.49  1.80
O1 3.20 -0.81 -2.46  -0.90
C1 1.83 -0.77 -2.11  -0.32
C2 0.92 -2.13 -2.28  0.60
O2 1.38 -3.43 -2.07  -0.60
H1 1.29 0.01 -2.66  0.19
H2 1.90 -0.50 -1.06  0.08
H3 0.80 -2.01 -3.36  0.31
H4 -0.06 -2.04 -1.82  -0.14
O3 -3.70 2.06 -0.73  -0.63
S1 -2.64 1.77 0.24  1.16
O4 -1.73 2.83 0.66  -0.61
O5 -3.37 1.21 1.63  -0.35
C3 -2.60 1.48 2.87  -0.14
C4 -2.65 0.08 3.73  -1.15
C5 -1.66 0.31 -0.24  -0.56
H5 -3.09 2.31 3.37  0.37
H6 -1.57 1.83 2.76  0.20
H7 -2.05 -0.79 3.45  0.24
H8 -3.65 -0.35 3.78  0.34
H9 -2.32 0.36 4.73  0.43
H10 -1.22 0.02 0.71  0.16
H11 -0.88 0.53 -0.97  0.29
H12 -2.29 -0.39 -0.79  0.20
O6 -1.94 -2.66 0.56  -0.44
S2 -2.38 -3.95 0.03  1.02
O7 -1.60 -5.18 0.29  -0.62
O8 -3.99 -4.22 0.43  -0.28
C6 -4.35 -3.95 1.73  -0.35
C7 -5.08 -2.54 1.90  -0.87
C8 -2.62 -3.68 -1.77  -0.89
H13 -3.55 -3.87 2.48  0.30
H14 -5.04 -4.72 2.06  0.38
H15 -4.52 -1.64 1.65  0.06
H16 -5.40 -2.44 2.94  0.38
H17 -6.05 -2.57 1.40  0.36
H18 -3.16 -2.74 -1.77  0.32
H19 -2.97 -4.64 -2.17  0.40
H20 -1.70 -3.59 -2.36  0.24
O9 0.36 2.06 5.61  -0.56
S3 1.60 1.62 4.94  1.17
O10 2.30 0.33 5.23  -0.60
O11 1.54 1.86 3.29  -0.33
C9 1.66 0.78 2.53  0.01
C10 3.13 0.69 2.09  -1.20
C11 2.78 2.95 5.33  -0.99
H21 1.15 0.92 1.57  0.09
H22 1.30 -0.15 2.97  0.51
H23 3.51 1.64 1.73  0.36
H24 3.22 -0.01 1.26  0.13
H25 3.80 0.49 2.93  0.38
H26 2.24 3.89 5.41  0.36
H27 3.42 3.19 4.48  0.31
H28 3.36 2.62 6.19  0.37
N1 2.93 1.42 -6.03  -0.36
C12 2.57 1.98 -4.87  0.29
C13 2.87 3.28 -4.60  -0.52
C14 3.26 4.11 -5.65  -0.32
C15 3.58 3.57 -6.88  -0.42
C16 3.38 2.21 -6.99  -0.24
H29 2.29 1.31 -4.07  0.07
H30 2.82 3.60 -3.56  0.39
H31 3.50 5.13 -5.40  0.38
H32 4.16 4.08 -7.63  0.38
H33 3.44 1.85 -8.00  0.41

***

No. 2
A cluster of 7 separate species, C16H33Br2N2O6 in total in a non-equilibrium geometry. Source: the OMol25 dataset; level of theory: ωB97M-V/def2-TZVPD.

Summary:
- gap between HOMO and LUMO (eV) = 2.527
- total charge = -3

Each line ends with the Mulliken charge.
Geometry (Å):
N1 18.52 17.56 0.43  0.32
H1 18.77 16.75 -0.12  0.32
H2 17.99 18.25 -0.16  0.17
H3 19.32 17.96 0.94  -0.03
H4 17.87 17.20 1.18  0.23
C1 16.44 15.06 4.26  -0.87
C2 16.63 15.34 2.77  -0.05
O1 16.75 16.66 2.47  -0.91
H5 15.58 15.63 4.63  0.26
H6 17.34 15.25 4.84  0.00
H7 16.17 13.99 4.34  0.35
H8 15.75 14.96 2.17  0.27
H9 17.46 14.68 2.38  -0.02
C3 15.64 19.04 -2.99  -1.30
C4 15.78 18.15 -1.73  0.40
O2 16.20 18.77 -0.63  -0.82
H10 15.63 18.41 -3.89  0.37
H11 16.45 19.76 -3.06  0.26
H12 14.67 19.57 -3.00  0.32
H13 16.59 17.42 -2.10  -0.30
H14 14.87 17.51 -1.59  0.17
C5 21.84 21.32 -1.19  -1.46
C6 21.08 19.97 -1.15  0.23
O3 19.80 19.97 -1.45  -0.80
H15 21.78 21.78 -2.19  0.38
H16 22.90 21.14 -0.97  0.29
H17 21.38 22.07 -0.54  0.35
H18 21.31 19.52 -0.14  -0.10
H19 21.70 19.31 -1.85  0.16
C7 19.79 21.33 3.98  -1.49
C8 19.36 20.80 2.59  1.57
O4 18.05 20.89 2.39  -0.90
H20 20.89 21.27 4.07  0.32
H21 19.37 20.76 4.82  0.25
H22 19.43 22.35 4.15  0.45
H23 19.64 19.69 2.60  -0.70
H24 19.99 21.24 1.79  -0.35
Br1 21.55 16.70 1.28  -0.20
C9 21.42 16.13 3.15  -0.59
C10 20.07 16.59 3.70  0.12
Br2 20.05 16.21 5.64  -0.26
H25 22.29 16.56 3.63  0.41
H26 21.43 15.05 3.11  0.37
H27 19.27 16.00 3.24  -0.06
H28 19.97 17.66 3.54  0.10
C11 16.27 13.04 -4.95  -0.34
C12 15.58 12.64 -3.81  -0.46
C13 16.07 13.03 -2.57  -0.28
C14 17.19 13.84 -2.47  -0.07
C15 17.83 14.29 -3.60  -0.20
C16 17.38 13.87 -4.85  -0.54
N2 17.69 14.19 -1.14  1.07
O5 17.19 13.63 -0.19  -0.61
O6 18.57 15.01 -1.09  -0.69
H29 15.90 12.83 -5.95  0.33
H30 14.73 11.99 -3.88  0.35
H31 15.64 12.69 -1.64  0.45
H32 18.73 14.88 -3.53  0.47
H33 17.92 14.22 -5.72  0.35

***

No. 3
A structure of composition C16H33CdO17 in a non-equilibrium geometry. Source: the OMol25 dataset; level of theory: ωB97M-V/def2-TZVPD.

Summary:
- energy above the lowest of the compared OMol25 structures with the same formula, charge and spin (kJ/mol) = 0.00
- gap between HOMO and LUMO (eV) = 6.607
- total charge = +1

Each line ends with the Mulliken charge.
Geometry (Å):
Cd1 2.66 -1.49 3.01  1.01
C1 1.71 -1.83 -0.91  -1.10
C2 0.98 -1.02 0.15  0.45
O1 1.84 -0.69 1.21  0.18
H1 2.51 -1.26 -1.40  0.26
H2 1.04 -2.14 -1.72  0.15
H3 2.12 -2.74 -0.47  0.31
H4 0.12 -1.59 0.52  -0.03
H5 0.46 -0.13 -0.24  -0.55
C3 0.25 2.51 2.10  0.82
C4 0.69 2.61 3.56  -0.38
O2 1.30 3.89 3.61  -0.35
C5 0.83 4.64 2.58  0.58
O3 1.07 5.79 2.46  -0.53
O4 0.24 3.86 1.68  -0.32
H6 -0.78 2.14 2.18  -0.05
H7 0.81 1.83 1.46  -0.33
H8 1.39 1.84 3.87  0.23
H9 -0.19 2.53 4.19  0.27
C6 -0.58 -0.55 -3.94  -0.15
C7 -0.91 -1.75 -4.85  -0.33
O5 -1.87 -2.48 -4.09  -0.39
C8 -2.06 -1.94 -2.89  0.46
O6 -2.74 -2.43 -2.03  -0.57
O7 -1.26 -0.90 -2.71  -0.05
H10 -0.97 0.39 -4.33  0.24
H11 0.44 -0.40 -3.57  0.12
H12 0.07 -2.22 -4.96  0.27
H13 -1.35 -1.49 -5.80  0.32
C9 -2.28 -4.07 0.94  0.15
C10 -3.61 -4.09 1.67  -0.43
O8 -3.32 -3.31 2.85  -0.34
C11 -2.02 -3.09 2.95  0.67
O9 -1.48 -2.57 3.87  -0.56
O10 -1.32 -3.61 1.89  -0.23
H14 -2.31 -3.35 0.13  -0.07
H15 -2.04 -5.06 0.55  0.33
H16 -3.91 -5.11 1.90  0.26
H17 -4.39 -3.59 1.11  0.32
C12 -2.24 1.03 -0.25  1.22
C13 -2.15 2.41 -0.91  0.29
O11 -3.31 3.08 -0.41  -0.38
C14 -4.13 2.20 0.18  0.54
O12 -5.28 2.40 0.40  -0.54
O13 -3.50 1.05 0.43  -0.42
H18 -1.55 0.93 0.61  -0.37
H19 -2.04 0.10 -0.77  -0.46
H20 -2.18 2.31 -1.99  0.15
H21 -1.26 2.98 -0.62  0.06
O14 4.44 0.64 0.51  -0.68
H22 3.54 0.27 0.43  0.23
H23 5.00 -0.12 0.71  0.30
O15 3.42 0.39 3.39  -0.56
H24 3.58 1.01 2.64  0.40
H25 4.27 0.34 3.86  0.37
O16 2.02 -3.56 2.67  -0.42
H26 1.44 -3.89 1.97  0.33
H27 2.27 -4.34 3.19  0.30
C15 2.42 2.12 -1.86  -0.27
C16 1.80 2.89 -3.05  -0.66
O17 0.38 2.78 -3.16  -0.43
H28 1.80 2.20 -0.97  -0.04
H29 3.45 2.42 -1.71  0.42
H30 2.42 1.07 -2.18  -0.01
H31 2.23 2.58 -4.00  0.29
H32 2.03 3.93 -2.81  0.40
H33 0.02 3.62 -2.84  0.29